An isolated ion of composition C3H8N4 and charge +2, computed with ωB97M-V/def2-TZVPD.

Element x y z (Å)
C -0.24282 -0.62794 0.60580
C -1.64923 -0.07955 -0.01978
C 2.78283 0.91582 -0.86776
N 1.71241 0.69225 0.02794
N 0.85856 -0.08371 0.21844
N -2.63260 -0.11835 0.82916
N -1.58382 0.28044 -1.26661
H -0.44301 -1.40528 1.34966
H 3.81670 0.73880 -0.36849
H 2.61632 2.04252 -1.06996
H 2.77684 0.34865 -1.75452
H -2.46266 -0.44656 1.71745
H -3.49157 0.40650 0.63953
H -0.65598 0.45354 -1.72663
H -2.41597 0.28170 -1.78284

Gap between HOMO and LUMO (spin up / spin down)   7.5 / 7.7 eV
Net charge   +2
Multiplicity   3
HOMO energy (spin up / spin down)   -17.4 / -20.5 eV


C4H10N2O in the gas phase, computed with ωB97M-V/def2-TZVPD.

Element x y z (Å)
N 0.37283 -0.42920 -2.30406
C -0.82951 -0.30865 -1.54271
C -0.75037 0.70736 -0.34837
C 0.53212 0.68887 0.46823
C 0.56405 -0.56885 1.32658
N 0.34038 -0.39483 2.67273
O 0.64856 -1.64223 0.78145
H 1.05732 -1.00887 -1.85262
H 0.66659 0.46607 -2.66157
H -1.06916 -1.26847 -1.07721
H -1.69960 -0.00470 -2.11446
H -1.65215 0.63245 0.26260
H -0.71491 1.64658 -0.89569
H 0.58958 1.58386 1.07640
H 1.41349 0.67819 -0.17347
H -0.25651 -1.06382 3.12676
H 0.78729 0.28625 3.25541

Gap between HOMO and LUMO   9.6 eV
Net charge   0
HOMO energy   -8.7 eV


C2H2F2OS in the gas phase, computed with ωB97M-V/def2-TZVPD.

Element x y z (Å)
O -1.82020 -1.52209 -1.15975
C -1.03770 -0.80875 -0.55523
C -0.61795 -1.04560 0.91291
F -1.36996 0.32350 1.44663
F -1.31921 -1.92668 1.60586
S 1.03077 -0.93043 1.41457
H -0.56630 -0.02290 -1.05561
H 0.89873 -1.39116 2.60082

Gap between HOMO and LUMO   10.6 eV
Net charge   0
HOMO energy   -10.8 eV


A 2-piece molecular cluster, C5H11N3 overall, computed with ωB97M-V/def2-TZVPD.

Element x y z (Å)
C -0.43341 -1.84086 -0.43353
C -0.64577 0.18111 -2.03180
C -0.71822 -0.16628 2.00133
C -0.97343 -0.63859 -0.81900
C -0.06585 0.36299 0.75945
N 0.19183 -2.77066 -0.19514
N 2.11716 1.09811 0.10764
N 1.27776 0.28351 0.85383
H -1.52544 0.78302 -2.47393
H 0.12780 0.83227 -1.82448
H -0.35003 -0.45104 -2.85221
H -0.42092 -1.20016 1.99266
H -1.72329 -0.12519 1.76067
H -0.42292 0.47698 2.82762
H -2.05102 -0.65515 -0.60698
H -0.31168 1.31567 0.42526
H 2.23879 1.07780 -0.92422
H 1.96885 2.06249 0.41167
H 1.71980 -0.62601 1.02113

Gap between HOMO and LUMO   9.0 eV
Net charge   0
HOMO energy   -8.2 eV


C35H25BrGeN2OReS4Sb as an isolated structure, computed with ωB97M-V/def2-TZVPD.

Element x y z (Å)
Re 0.79015 1.52460 -1.34286
Br -1.93100 8.38440 -2.99261
C -1.40420 6.57466 -2.83098
C -1.47666 5.73514 -3.96405
C -1.10623 4.42479 -3.88078
C -0.61747 3.88793 -2.66421
O -0.26147 2.64375 -2.63384
C -0.56638 4.72953 -1.53110
C -0.20957 4.23504 -0.26252
N 0.23215 3.03470 0.02631
C 0.42198 2.73124 1.40615
C -0.16004 3.36348 2.47434
C 0.21581 3.00923 3.78560
C 1.16964 2.05590 4.01283
C 1.75255 1.36623 2.92739
C 2.76363 0.38005 3.05110
C 3.23745 -0.22353 1.93126
C 2.67219 0.07950 0.67311
N 1.73435 0.99430 0.52945
C 1.31577 1.67626 1.63455
C -0.97170 6.08623 -1.63986
H -1.82980 6.14299 -4.90150
H -1.15281 3.76822 -4.73852
H -0.32598 4.92855 0.56562
H -0.91399 4.12594 2.33388
H -0.25371 3.51520 4.61816
H 1.47745 1.80998 5.02106
H 3.14505 0.12733 4.03248
H 4.01052 -0.97666 1.97096
H 2.97643 -0.45483 -0.22306
H -0.93079 6.72172 -0.76419
S 3.26164 -1.97758 -2.06441
Sb 2.59008 -1.02101 -3.99404
S 2.97841 1.74185 -1.87477
S 0.31130 -0.08334 -3.09494
S 3.29246 1.34022 -3.89353
C 0.38961 -0.30636 -1.36115
Ge -0.19411 -1.88876 -0.38268
C -0.38864 -3.43929 -1.54168
C -0.06074 -4.70844 -1.06922
C -0.23023 -5.83118 -1.86942
C -0.73318 -5.70024 -3.15434
C -1.08147 -4.44384 -3.63128
C -0.91713 -3.32468 -2.82834
C 0.83234 -2.38164 1.20864
C 2.00275 -3.13926 1.10526
C 2.67057 -3.56777 2.24369
C 2.18518 -3.23853 3.50289
C 1.02715 -2.48403 3.61915
C 0.35145 -2.06614 2.47797
C -1.96483 -1.34781 0.25631
C -2.16469 -0.08934 0.82234
C -3.40252 0.27601 1.33228
C -4.46445 -0.61643 1.27460
C -4.28278 -1.86938 0.70737
C -3.03975 -2.23236 0.20333
H 0.33600 -4.83265 -0.06927
H 0.03662 -6.80842 -1.48724
H -0.85906 -6.57364 -3.78132
H -1.48508 -4.33434 -4.63001
H -1.20723 -2.35512 -3.21476
H 2.39420 -3.39194 0.12635
H 3.57147 -4.16126 2.14700
H 2.70419 -3.57830 4.39073
H 0.63805 -2.23207 4.59830
H -0.56579 -1.49789 2.58352
H -1.34231 0.61900 0.86458
H -3.54110 1.25658 1.77188
H -5.43273 -0.33377 1.66776
H -5.11019 -2.56580 0.65536
H -2.90879 -3.21293 -0.24107

Gap between HOMO and LUMO   6.0 eV
Net charge   0
HOMO energy   -7.4 eV


C32H29CoF6N3O6S4 as an isolated structure, computed with ωB97M-V/def2-TZVPD.

Element x y z (Å)
Co -0.33593 0.34931 0.58902
C -3.35315 0.60853 4.15257
C -2.63838 0.43860 2.82425
S -1.23828 1.47418 2.56048
C -3.03314 -0.48635 1.93361
C -4.16356 -1.44317 2.24459
S -2.28913 -0.74956 0.35999
H -2.98616 1.50431 4.65368
H -3.17543 -0.24637 4.81949
H -4.43730 0.70664 4.02743
H -4.95451 -0.97705 2.83752
H -3.78489 -2.30716 2.80535
H -4.59846 -1.82312 1.31817
O 0.17590 6.17509 -3.02955
C -1.04206 5.43589 -2.99098
C -0.88383 4.20880 -2.14040
C -1.82749 3.19422 -2.21978
C -1.68198 2.07818 -1.42168
N -0.65437 1.93270 -0.58304
C 0.26291 2.89236 -0.50735
C 0.17551 4.05310 -1.26461
C 1.36727 2.58971 0.42117
C 2.35430 3.50177 0.77288
C 3.35228 3.13557 1.65476
C 4.40157 4.10047 2.12231
O 4.18291 4.52220 3.47271
C 3.33270 1.83735 2.15157
C 2.32062 0.98605 1.76270
N 1.34660 1.35062 0.92564
H 0.01892 6.97982 -3.53083
H -1.34319 5.13051 -3.99724
H -1.84515 6.05482 -2.57603
H -2.66623 3.25573 -2.90311
H -2.38951 1.25670 -1.44649
H 0.93753 4.81621 -1.19665
H 2.33020 4.50436 0.36493
H 4.40197 4.99875 1.50400
H 5.38890 3.63504 2.04900
H 3.58641 3.88683 3.88341
H 4.10256 1.48575 2.82808
H 2.27472 -0.03413 2.12112
C 4.64816 -4.43069 -0.17947
C 4.06122 -4.16140 1.05264
C 2.96226 -3.32077 1.14792
C 2.39942 -2.72243 0.00936
C 3.00366 -3.00979 -1.22294
C 4.10735 -3.84425 -1.31743
C 1.30156 -1.73475 0.04434
C 0.46256 -1.36378 1.03841
C 0.15123 -2.19367 2.21482
C -0.04306 -3.57701 2.09310
C -0.40877 -4.34947 3.18346
C -0.60206 -3.75848 4.42950
C -0.44894 -2.38443 4.55678
C -0.09094 -1.60839 3.46010
H 5.50902 -5.08522 -0.25189
H 4.46847 -4.61059 1.95221
H 2.53658 -3.11452 2.12110
H 2.57225 -2.57703 -2.11984
H 4.55000 -4.03665 -2.28856
H 1.23815 -1.17002 -0.88886
H 0.07593 -4.02788 1.11520
H -0.55017 -5.41786 3.06211
H -0.89736 -4.36057 5.28197
H -0.63216 -1.90626 5.51344
H -0.03147 -0.52718 3.54337
F -0.75337 1.08349 -4.82504
C 0.08461 0.07639 -4.55291
F 0.61183 -0.34025 -5.70637
F 1.07646 0.56005 -3.79754
S -0.77787 -1.29051 -3.66159
O -1.22137 -0.66588 -2.45300
O 0.21595 -2.32265 -3.60723
N -1.90165 -1.72266 -4.68555
S -3.17696 -0.86620 -5.05659
O -3.60853 0.10698 -4.09514
O -3.17055 -0.48509 -6.44463
C -4.42771 -2.20983 -5.00304
F -4.59465 -2.68978 -3.77793
F -4.08562 -3.22035 -5.80793
F -5.60513 -1.73388 -5.42901

Gap between HOMO and LUMO (spin up / spin down)   4.0 / 4.0 eV
Net charge   -2
Multiplicity   2
HOMO energy (spin up / spin down)   -0.4 / -0.4 eV


| no. | energy (eV) |
| --- | --- |
| 1 | -9177.520 |
| 2 | -9337.892 |
| 3 | -20422.292 |
| 4 | -9830.308 |
| 5 | -220298.475 |
| 6 | -147684.166 |